Below is 2 unconnected molecules or ions with the total composition C10H16OS, with properties calculated with ωB97M-V/def2-TZVPD.

Computed properties:
calculated total energy	-23511.829	eV
frontier orbital gap	9.087	eV
energy relative to the best compared isomer or geometry (same formula, charge and spin)	12.09	kcal per mole

Structure (XYZ):
```
28
Properties=species:S:1:pos:R:3:forces:R:3:mulliken_charge:R:1
C -1.165 1.691 1.208 -0.69 -0.85 -0.53 -0.314
C -1.460 2.556 0.009 0.67 1.46 0.02 -1.209
C 0.114 0.904 1.122 1.30 -0.29 0.87 0.285
C 1.164 1.155 0.244 -1.00 -0.25 -0.14 -0.156
C 0.352 -0.133 2.053 -0.40 0.22 -0.24 -0.663
C 2.333 0.386 0.193 0.01 -0.18 -0.72 -0.761
C 1.478 -0.906 1.990 0.88 -0.64 -0.33 -0.485
C 2.473 -0.719 1.009 -1.06 0.62 1.08 0.757
O 3.479 -1.633 1.046 0.72 0.35 -0.82 -0.552
H -1.244 2.309 2.103 0.27 -0.20 0.16 0.421
H -1.944 0.915 1.265 -0.12 0.33 0.30 0.277
H -1.725 2.029 -0.901 -0.01 -0.08 0.02 0.200
H 0.966 1.875 -0.535 0.46 0.28 -0.03 0.216
H -0.383 -0.366 2.816 -0.06 0.10 -0.03 0.346
H 3.034 0.622 -0.599 0.19 -0.12 0.10 0.260
H 1.682 -1.733 2.660 -0.35 0.06 0.18 0.373
H 4.145 -1.420 0.367 -0.38 -0.12 0.38 0.293
H -0.575 3.180 -0.186 -0.07 -0.24 -0.27 0.331
H -2.194 3.332 0.240 -0.40 -0.43 -0.06 0.369
C -2.136 -0.622 -1.760 -0.44 -0.52 -0.11 -0.264
C -0.175 -2.451 -1.912 -0.38 -0.97 1.34 -0.425
S -1.173 -1.504 -3.021 -0.29 0.91 -0.13 -0.112
H -1.482 -0.293 -0.954 0.01 0.04 -0.02 -0.368
H -2.702 0.218 -2.160 0.31 0.04 -0.27 0.330
H -2.885 -1.320 -1.387 0.07 0.02 0.32 0.359
H 0.239 -1.891 -1.064 0.57 0.45 -0.69 -0.117
H 0.547 -2.993 -2.515 0.30 0.11 0.24 0.314
H -0.763 -3.185 -1.335 -0.12 -0.12 -0.64 0.294
```
Positions in Å, forces in eV/Å.